No. 1
Computed, not measured: a 2-piece molecular cluster, C3H10NO2S overall in a non-equilibrium geometry, with ωB97M-V/def2-TZVPD.

The electronic energy comes out at -723.42760 a.u. For the HOMO energy, the calculation gives -13.13 eV. The calculation puts the gap between HOMO and LUMO at 9.41 eV. The energy above the lowest of the compared OMol25 structures with the same formula, charge and spin is 139.3 kJ/mol. The calculation puts the LUMO energy at -3.72 eV. Its molar mass is 124.2 g mol⁻¹.

The geometry in ORCA input format:
```
! RIJCOSX wB97M-V def2-TZVPD def2/J DEFGRID3
* xyz 1 1
O -1.12 1.74 0.02
C -0.18 1.17 -0.44
C 0.27 -0.20 0.08
C 1.68 -0.24 0.57
S 2.63 0.55 -0.80
N -0.68 -0.65 1.19
H 0.43 1.61 -1.19
H 0.14 -0.96 -0.88
H 1.98 -1.32 0.71
H 2.08 0.32 1.48
H 3.90 0.48 -0.47
H -0.36 -1.49 1.80
H -1.63 -1.01 0.82
H -0.72 0.20 1.84
H -3.30 0.43 -1.20
H -2.56 -0.48 -2.20
O -2.56 -0.14 -1.32
*
```

Here are the Mulliken charges for atoms 1 to 4, given in e: number 1, O, carries -0.45; number 2, C, carries -0.04; number 3, C, carries -0.25; number 4, C, carries -0.65

=====

No. 2
Computed, not measured: C61H130AsF6N9OP2 as an isolated structure in a non-equilibrium geometry, with ωB97M-V/def2-TZVPD.

The electronic energy comes out at -6485.79003 a.u. For the HOMO energy, the calculation gives -19.53 eV. The calculation puts the gap between HOMO and LUMO at 7.88 eV. The calculation puts the LUMO energy at -11.66 eV. Its molar mass is 1256.6 g mol⁻¹.

The geometry in ORCA input format:
```
! RIJCOSX wB97M-V def2-TZVPD def2/J DEFGRID3
* xyz 6 1
As 0.57 -1.29 0.23
F 0.35 -3.00 -0.13
F 2.41 -1.63 0.37
F 0.78 0.54 0.47
F -1.21 -1.10 -0.01
F 0.27 -1.63 2.00
F 0.96 -1.06 -1.55
C 3.75 3.60 -2.21
N 2.77 3.42 -1.04
C 3.24 2.25 -0.15
C 2.81 4.81 -0.32
C 1.39 3.12 -1.53
C 1.22 2.08 -2.70
O 1.48 2.65 -3.96
H 3.66 2.69 -2.81
H 4.78 3.79 -1.90
H 3.37 4.36 -2.89
H 2.82 1.31 -0.51
H 2.86 2.45 0.85
H 4.33 2.19 -0.21
H 3.84 5.11 -0.14
H 2.31 4.79 0.65
H 2.20 5.47 -0.94
H 1.01 4.12 -1.75
H 0.91 2.82 -0.60
H 0.28 1.53 -2.80
H 1.99 1.31 -2.66
H 1.32 1.98 -4.62
C 4.08 -3.30 -1.95
C 3.24 -3.58 -3.28
N 4.09 -3.25 -4.39
C 5.03 -4.09 -4.91
C 5.91 -3.39 -5.79
N 5.26 -2.19 -5.87
C 4.33 -2.06 -4.92
C 5.81 -1.15 -6.73
H 3.65 -3.74 -1.05
H 4.02 -2.28 -1.57
H 5.14 -3.51 -2.09
H 2.28 -3.06 -3.25
H 2.83 -4.59 -3.37
H 5.12 -5.00 -4.33
H 6.79 -3.65 -6.37
H 3.99 -1.10 -4.56
H 5.85 -1.37 -7.80
H 6.77 -0.88 -6.28
H 5.23 -0.22 -6.80
C -1.51 -5.65 -2.08
C -0.66 -4.88 -3.19
N -1.07 -3.57 -3.53
C -0.72 -2.98 -4.75
C -1.24 -1.70 -4.88
N -1.95 -1.53 -3.71
C -1.89 -2.64 -2.90
C -2.56 -0.23 -3.38
H -1.01 -6.58 -1.82
H -2.46 -5.81 -2.59
H -1.54 -4.92 -1.27
H -0.72 -5.50 -4.09
H 0.40 -4.89 -2.93
H -0.23 -3.65 -5.44
H -1.00 -0.92 -5.59
H -2.32 -2.78 -1.92
H -2.70 -0.31 -2.30
H -3.58 -0.19 -3.75
H -1.94 0.60 -3.73
C 10.34 1.29 2.27
C 8.92 1.66 2.82
N 8.03 0.46 2.86
C 8.22 -0.70 3.63
C 7.03 -1.49 3.46
N 6.30 -0.98 2.41
C 6.91 0.23 2.09
C 5.10 -1.47 1.86
H 11.03 2.13 2.31
H 10.21 1.00 1.22
H 10.68 0.47 2.90
H 8.41 2.46 2.29
H 9.07 2.09 3.81
H 9.18 -0.77 4.12
H 6.72 -2.41 3.93
H 6.50 0.98 1.44
H 5.14 -1.48 0.77
H 4.24 -0.85 2.12
H 4.97 -2.46 2.29
C -0.94 1.68 2.88
C -1.75 2.18 4.08
N -1.07 1.74 5.30
C -1.31 0.65 6.07
C -0.35 0.61 7.02
N 0.56 1.60 6.84
C 0.09 2.33 5.74
C 1.75 2.01 7.58
H -0.02 2.26 2.94
H -1.44 1.93 1.95
H -0.68 0.63 2.76
H -2.70 1.65 4.10
H -1.96 3.25 4.19
H -2.21 0.07 5.97
H -0.24 -0.16 7.77
H 0.58 3.20 5.33
H 1.80 1.42 8.50
H 1.63 3.06 7.85
H 2.65 1.68 7.06
C 2.31 -6.34 -0.80
C 2.66 -6.78 0.64
C 1.40 -6.72 1.59
C 1.39 -5.35 2.34
P 0.12 -5.12 3.69
C -1.52 -5.51 3.16
C -1.89 -4.58 2.02
C -3.38 -4.30 1.83
C -4.11 -3.91 3.13
C 0.66 -6.45 4.80
C -0.38 -6.70 5.89
C -0.01 -8.04 6.61
C -0.31 -8.15 8.13
C 0.35 -3.52 4.33
C 1.87 -2.95 4.57
C 1.85 -1.51 5.17
C 3.25 -1.08 5.68
H 1.49 -6.97 -1.13
H 3.06 -6.44 -1.58
H 1.90 -5.34 -0.89
H 3.34 -5.96 0.87
H 3.17 -7.74 0.69
H 1.43 -7.61 2.21
H 0.50 -6.90 1.01
H 1.25 -4.45 1.74
H 2.26 -5.31 3.00
H -2.22 -5.41 3.98
H -1.37 -6.56 2.90
H -1.42 -5.12 1.20
H -1.38 -3.61 2.03
H -3.97 -5.14 1.46
H -3.55 -3.50 1.11
H -3.41 -3.51 3.86
H -4.58 -4.70 3.72
H -4.87 -3.16 2.88
H 1.60 -6.11 5.22
H 0.75 -7.37 4.21
H -1.37 -6.81 5.46
H -0.58 -5.86 6.56
H 1.07 -8.09 6.48
H -0.40 -8.87 6.03
H 0.09 -9.08 8.56
H -1.39 -8.20 8.24
H 0.08 -7.24 8.57
H -0.20 -3.45 5.27
H -0.19 -2.86 3.65
H 2.46 -3.19 3.69
H 2.36 -3.60 5.30
H 1.21 -1.37 6.04
H 1.48 -0.75 4.48
H 3.42 -0.26 5.00
H 4.03 -1.81 5.47
H 3.33 -0.84 6.74
C -7.08 9.41 -0.60
C -5.85 8.80 -1.24
C -5.97 7.30 -1.68
C -4.88 7.10 -2.69
P -5.04 5.34 -3.41
C -4.69 4.11 -2.11
C -4.63 2.66 -2.47
C -4.91 1.72 -1.39
C -3.75 1.70 -0.39
C -3.90 5.05 -4.78
C -2.42 5.15 -4.42
C -1.66 5.00 -5.70
C -0.16 5.14 -5.49
C -6.75 5.12 -4.10
C -7.24 6.26 -5.08
C -8.79 6.38 -5.34
C -9.57 7.02 -4.15
H -7.13 9.07 0.43
H -8.02 9.09 -1.06
H -7.12 10.50 -0.54
H -4.99 9.04 -0.61
H -5.64 9.37 -2.15
H -6.99 7.01 -1.96
H -5.68 6.77 -0.77
H -3.88 7.29 -2.29
H -4.97 7.66 -3.62
H -5.48 4.11 -1.35
H -3.83 4.51 -1.58
H -3.64 2.33 -2.78
H -5.27 2.52 -3.34
H -5.00 0.71 -1.77
H -5.87 1.96 -0.93
H -4.03 1.08 0.46
H -3.58 2.72 -0.05
H -2.80 1.26 -0.68
H -4.04 5.63 -5.69
H -4.13 4.14 -5.33
H -2.30 4.29 -3.75
H -2.13 6.08 -3.94
H -1.96 5.80 -6.37
H -1.82 4.21 -6.43
H 0.33 4.43 -6.16
H 0.23 4.73 -4.56
H 0.30 6.09 -5.80
H -7.41 5.16 -3.23
H -6.87 4.10 -4.45
H -6.81 6.12 -6.07
H -6.89 7.25 -4.77
H -9.23 5.40 -5.50
H -9.04 7.02 -6.19
H -9.06 6.76 -3.22
H -10.53 6.52 -4.09
H -9.68 8.10 -4.17
*
```

Here are the Mulliken charges for atoms 1 to 4, given in e: number 1, As, carries 2.28; number 2, F, carries -0.35; number 3, F, carries -0.45; number 4, F, carries -0.42

=====

No. 3
Computed, not measured: C16H35Cl4O5PSi2 as an isolated structure in a non-equilibrium geometry, with ωB97M-V/def2-TZVPD.

The electronic energy comes out at -3768.04430 a.u. For the HOMO energy, the calculation gives -8.08 eV. The calculation puts the gap between HOMO and LUMO at 8.64 eV. The calculation puts the LUMO energy at 0.56 eV. Its molar mass is 536.4 g mol⁻¹.

The geometry in ORCA input format:
```
! RIJCOSX wB97M-V def2-TZVPD def2/J DEFGRID3
* xyz 0 1
C -1.85 -4.36 2.83
C -1.83 -3.03 2.06
O -2.91 -2.89 1.16
C -2.59 -3.24 -0.19
Si -2.63 -1.76 -1.38
Cl -1.67 -2.43 -3.16
O -1.77 -0.43 -0.88
Si -0.12 -0.68 -0.60
C 0.99 0.10 -1.89
C 2.47 -0.03 -1.40
C 3.45 -0.40 -2.49
O 3.47 -1.78 -2.78
C 2.61 -2.17 -3.83
C 0.29 -0.19 1.17
C 0.81 1.28 1.32
C 2.18 1.22 2.01
C 2.68 2.62 2.29
O 2.32 3.25 3.19
O 3.59 3.10 1.39
C 2.99 4.02 0.47
C 4.14 4.81 -0.16
P -4.65 -1.08 -1.96
C -4.89 -1.43 -3.78
C -5.97 -2.07 -1.11
H -0.82 -4.56 3.13
H -2.43 -4.28 3.74
H -2.16 -5.19 2.20
H -1.91 -2.23 2.79
H -0.85 -2.94 1.59
H -3.36 -3.93 -0.54
H -1.66 -3.80 -0.23
H 0.12 -2.14 -0.69
H 0.83 -0.45 -2.81
H 0.75 1.14 -2.11
H 2.75 0.89 -0.88
H 2.49 -0.82 -0.64
H 4.45 -0.17 -2.12
H 3.30 0.22 -3.38
H 3.00 -3.03 -4.37
H 2.44 -1.38 -4.57
H 1.63 -2.46 -3.43
H 1.07 -0.87 1.51
H -0.59 -0.32 1.80
H 0.87 1.79 0.37
H 0.14 1.81 2.00
H 2.89 0.69 1.38
H 2.10 0.73 2.97
H 2.31 4.70 0.97
H 2.50 3.49 -0.35
H 3.77 5.56 -0.85
H 4.70 5.25 0.66
H 4.76 4.09 -0.69
H -4.74 -2.50 -3.96
H -5.92 -1.21 -4.05
H -4.18 -0.89 -4.39
H -5.59 -2.96 -0.61
H -6.73 -2.41 -1.81
H -6.49 -1.43 -0.41
C -0.06 5.34 5.09
Cl -1.77 4.94 5.25
Cl 0.20 6.42 3.71
Cl 0.56 6.07 6.57
H 0.49 4.43 4.90
*
```

Here are the Mulliken charges for atoms 1 to 4, given in e: number 1, C, carries -1.23; number 2, C, carries -0.04; number 3, O, carries -0.38; number 4, C, carries -0.74

=====

No. 4
Computed, not measured: C2H5N2O4P as an isolated structure in a non-equilibrium geometry, with ωB97M-V/def2-TZVPD.

The electronic energy comes out at -830.87199 a.u. For the HOMO energy (alpha / beta), the calculation gives -10.31 / -10.31 eV. The calculation puts the gap between HOMO and LUMO (alpha / beta) at 10.16 / 10.15 eV. The energy above the lowest of the compared OMol25 structures with the same formula, charge and spin is 46.5 kJ/mol. The calculation puts the LUMO energy (alpha / beta) at -0.15 / -0.15 eV. Its molar mass is 152.0 g mol⁻¹.

The geometry in ORCA input format:
```
! RIJCOSX wB97M-V def2-TZVPD def2/J DEFGRID3
* xyz 0 1
C -1.90 -0.67 0.01
C -1.07 0.63 0.03
N 0.13 0.40 0.78
N 1.51 1.48 0.02
O 3.08 -1.47 -0.61
O 0.75 -0.92 0.44
O 2.52 0.93 0.75
O 1.60 0.76 -1.15
P 2.16 -0.48 -0.15
H -2.91 -0.47 -0.06
H -1.57 -1.37 -0.72
H -1.67 -1.04 0.96
H -0.98 1.05 -1.00
H -1.65 1.16 0.71
*
```

Here are the Mulliken charges for atoms 1 to 4, given in e: number 1, C, carries -1.31; number 2, C, carries 0.03; number 3, N, carries -0.24; number 4, N, carries 0.12